1.
DFT (ωB97M-V with the def2-TZVPD basis set) results for a 2-piece molecular cluster, C3H6F4N2O overall in a non-equilibrium geometry.

Geometry as XYZ:
```
16
C3H6F4N2O ωB97M-V with the def2-TZVPD basis set
C 1.696 -1.243 -0.550
C 0.508 0.558 0.538
C -2.134 -0.410 -0.042
N 0.037 1.739 0.640
N 1.576 0.213 -0.155
O -1.064 -0.824 -0.348
F -2.428 0.854 -0.601
F -2.313 -0.256 1.336
F -3.160 -1.186 -0.438
F 1.933 0.923 -1.295
H 0.723 -1.488 -0.868
H 2.490 -1.384 -1.213
H 2.067 -1.695 0.374
H 0.384 -0.135 1.360
H 0.360 2.423 -0.001
H -0.676 1.910 1.263
```

E in eV: -19098.209
Largest force on an atom in eV Å⁻¹: 6.22
HOMO energy (spin up / spin down) in eV: -6.1 / -9.9
LUMO energy (spin up / spin down) in eV: 0.40 / -4.26
Gap between HOMO and LUMO (spin up / spin down) in eV: 6.50 / 5.62
Spin multiplicity: 3
M in g/mol: 162.1

2.
DFT (ωB97M-V with the def2-TZVPD basis set) results for CH3N2S as an isolated structure in a non-equilibrium geometry.

Geometry as XYZ:
```
7
CH3N2S ωB97M-V with the def2-TZVPD basis set
C 0.233 -0.857 -0.262
N 0.216 -0.712 -1.584
N 0.259 -0.052 0.786
S 0.121 -2.424 -0.995
H -0.595 0.031 -2.240
H 0.110 0.895 0.529
H 0.473 -0.259 1.771
```

E in eV: -14890.918
Largest force on an atom in eV Å⁻¹: 5.04
HOMO energy in eV: -14.8
LUMO energy in eV: -5.90
Charge: +1
Gap between HOMO and LUMO in eV: 8.87
M in g/mol: 75.1

3.
DFT (ωB97M-V with the def2-TZVPD basis set) results for C2H8N4O2Rb as an isolated structure in a non-equilibrium geometry.

Geometry as XYZ:
```
17
C2H8N4O2Rb ωB97M-V with the def2-TZVPD basis set
Rb -4.278 2.668 1.915
C 1.028 -0.246 2.848
O 0.372 0.562 2.246
N 2.367 -0.406 2.776
N 0.472 -0.992 3.766
H 2.829 -0.942 3.496
H 2.857 -0.179 1.923
H 0.916 -1.852 4.054
H -0.436 -0.730 4.123
C -1.182 0.312 -3.091
O -2.233 0.705 -2.481
N 0.050 0.556 -2.708
N -1.236 -0.108 -4.378
H -0.004 0.864 -1.747
H 0.917 0.497 -3.222
H -0.327 -0.433 -4.675
H -2.116 -0.276 -4.844
```

E in eV: -12910.440
Largest force on an atom in eV Å⁻¹: 5.36
HOMO energy in eV: -11.9
LUMO energy in eV: -3.92
Charge: +1
Gap between HOMO and LUMO in eV: 7.95
M in g/mol: 205.6

4.
DFT (ωB97M-V with the def2-TZVPD basis set) results for a 2-piece molecular cluster, C2H4OS overall in a non-equilibrium geometry.

Geometry as XYZ:
```
8
C2H4OS ωB97M-V with the def2-TZVPD basis set
C 0.375 2.775 -0.244
C -0.069 -0.982 0.354
O 0.287 -0.597 -0.702
S -0.200 -2.617 0.845
H -0.588 2.381 0.273
H 0.562 2.280 -1.201
H -0.508 -0.288 1.119
H 0.143 -2.951 -0.444
```

E in eV: -15016.189
Largest force on an atom in eV Å⁻¹: 2.73
HOMO energy (spin up / spin down) in eV: -9.5 / -9.5
LUMO energy (spin up / spin down) in eV: -0.62 / -0.62
Gap between HOMO and LUMO (spin up / spin down) in eV: 8.85 / 8.86
M in g/mol: 76.1

5.
DFT (ωB97M-V with the def2-TZVPD basis set) results for C29H64ClFN11O4P3S as an isolated structure in a non-equilibrium geometry.

Geometry as XYZ:
```
114
C29H64ClFN11O4P3S ωB97M-V with the def2-TZVPD basis set
C 0.554 -0.323 -8.619
C 1.833 -0.920 -8.005
C 3.029 -1.131 -9.015
Cl 2.555 -1.075 -10.740
C 3.699 -2.463 -8.624
C 4.267 -2.463 -7.285
C 4.850 -3.570 -6.772
C 5.374 -3.497 -5.332
C 4.133 -3.128 -4.493
O 3.179 -3.849 -4.454
F 4.092 -1.941 -3.828
C 4.908 -4.741 -7.580
N 5.448 -5.919 -7.241
S 5.222 -6.874 -8.529
N 4.427 -5.901 -9.583
C 4.351 -4.747 -8.915
C 3.733 -3.550 -9.424
H 0.166 -0.986 -9.404
H -0.241 -0.278 -7.854
H 0.716 0.702 -8.982
H 2.212 -0.333 -7.152
H 1.577 -1.908 -7.586
H 3.793 -0.364 -8.824
H 4.215 -1.553 -6.679
H 6.082 -2.664 -5.207
H 5.807 -4.452 -5.020
H 3.267 -3.493 -10.406
O -1.190 -0.380 -5.181
P -1.358 0.155 -3.768
N -0.366 1.552 -3.998
C 0.508 2.191 -3.042
C -0.900 2.544 -4.926
N -0.513 -1.162 -3.006
C 0.934 -1.138 -2.887
C -0.928 -2.475 -3.497
N -1.899 0.672 -2.207
C -2.959 1.677 -2.185
C -1.380 0.334 -0.897
H -0.030 2.839 -2.334
H 1.236 2.815 -3.565
H 1.102 1.482 -2.471
H -1.622 3.209 -4.433
H -1.406 2.064 -5.764
H -0.101 3.156 -5.352
H 1.425 -0.855 -3.827
H 1.321 -2.113 -2.585
H 1.255 -0.461 -2.093
H -0.449 -2.734 -4.448
H -2.010 -2.510 -3.645
H -0.681 -3.247 -2.763
H -2.560 2.674 -1.964
H -3.725 1.436 -1.444
H -3.465 1.726 -3.152
H -0.411 0.803 -0.706
H -1.287 -0.739 -0.754
H -2.052 0.677 -0.104
O -2.521 -0.115 2.919
P -3.283 -1.391 3.260
N -4.801 -0.557 3.365
C -5.899 -0.810 4.266
C -5.309 -0.038 2.100
N -2.527 -1.606 4.807
C -3.009 -0.875 5.970
C -1.071 -1.514 4.739
N -4.074 -2.927 3.435
C -4.699 -3.476 2.235
C -4.305 -3.708 4.632
H -6.527 -1.659 3.953
H -6.546 0.069 4.320
H -5.576 -0.986 5.289
H -5.840 -0.813 1.529
H -4.497 0.338 1.476
H -5.991 0.800 2.262
H -3.167 0.190 5.764
H -2.304 -0.958 6.800
H -3.934 -1.311 6.352
H -0.710 -0.480 4.712
H -0.694 -2.023 3.848
H -0.619 -2.013 5.602
H -5.786 -3.334 2.250
H -4.487 -4.542 2.124
H -4.311 -2.987 1.339
H -5.061 -3.253 5.277
H -3.395 -3.861 5.208
H -4.667 -4.708 4.378
O -0.574 2.810 6.696
P 0.902 2.918 6.344
N 1.260 4.078 7.576
C 2.183 5.187 7.517
C 1.178 3.573 8.943
N 0.603 3.656 4.791
C 0.397 5.090 4.679
C -0.431 2.973 4.004
N 2.569 2.750 5.890
C 3.388 1.887 6.737
C 3.309 3.430 4.849
H 3.231 4.883 7.669
H 1.940 5.914 8.296
H 2.121 5.740 6.584
H 2.103 3.058 9.239
H 0.354 2.867 9.051
H 0.991 4.383 9.653
H -0.312 5.474 5.424
H 0.022 5.352 3.688
H 1.341 5.632 4.766
H -1.441 3.260 4.316
H -0.347 1.889 4.100
H -0.315 3.208 2.943
H 4.019 2.474 7.415
H 4.030 1.234 6.141
H 2.759 1.234 7.346
H 3.490 4.480 5.094
H 2.812 3.374 3.883
H 4.289 2.967 4.705
```

E in eV: -109627.201
Largest force on an atom in eV Å⁻¹: 7.48
HOMO energy in eV: -7.9
LUMO energy in eV: -0.59
Gap between HOMO and LUMO in eV: 7.33
M in g/mol: 810.3

6.
DFT (ωB97M-V with the def2-TZVPD basis set) results for C9H11NO3 as an isolated structure in a non-equilibrium geometry.

Geometry as XYZ:
```
24
C9H11NO3 ωB97M-V with the def2-TZVPD basis set
C 3.293 -0.588 2.240
C 1.709 -2.135 1.028
C 0.205 -0.449 0.220
C -1.046 -1.062 0.539
C -2.199 -0.493 0.225
C -2.200 0.611 -0.579
C -1.084 1.223 -1.046
C -2.347 2.497 -2.773
C 0.152 0.791 -0.567
H 3.802 0.238 1.540
H 2.011 -0.444 2.761
H 4.004 -0.717 3.227
H 3.134 -2.759 1.919
H -0.591 -1.958 0.974
H -3.236 -0.808 0.518
H -3.340 1.164 -0.604
H -3.425 2.315 -2.248
H -2.177 1.570 -3.769
H -1.992 3.387 -3.408
H 1.112 1.280 -0.983
N 3.003 -1.758 1.315
O 1.093 -3.234 0.858
O 1.327 -0.921 0.582
O -1.209 2.250 -1.967
```

E in eV: -17136.925
Largest force on an atom in eV Å⁻¹: 9.15
HOMO energy in eV: -8.4
LUMO energy in eV: 0.43
Gap between HOMO and LUMO in eV: 8.84
M in g/mol: 181.2

7.
DFT (ωB97M-V with the def2-TZVPD basis set) results for C16H14BF2O6S3SbW as an isolated structure in a non-equilibrium geometry.

Geometry as XYZ:
```
44
C16H14BF2O6S3SbW ωB97M-V with the def2-TZVPD basis set
W 0.234 -0.464 -0.090
S 1.234 -0.999 4.410
Sb 1.633 -0.206 2.343
S 1.500 -2.231 0.924
S -0.518 1.990 0.333
C -3.108 -5.795 -3.490
O -2.619 -4.464 -3.481
C -2.354 -3.916 -2.268
C -2.420 -4.615 -1.071
C -2.149 -3.953 0.127
C -1.792 -2.617 0.204
C -1.610 -1.865 1.441
C -1.822 -2.386 2.802
O -1.197 -0.700 1.407
C -1.734 -1.928 -1.090
O -1.496 -0.608 -1.115
C -2.008 -2.570 -2.273
H -3.306 -6.043 -4.529
H -4.033 -5.882 -2.915
H -2.372 -6.497 -3.091
H -2.686 -5.658 -1.044
H -2.219 -4.518 1.049
H -2.544 -3.202 2.832
H -2.153 -1.571 3.443
H -0.862 -2.728 3.201
H -1.984 -2.012 -3.198
F -1.757 2.802 -2.125
B -0.865 2.067 -1.427
F -0.076 1.365 -2.305
O 2.217 -1.846 -4.122
C 3.140 -0.925 -3.856
C 4.123 -0.697 -4.837
C 5.107 0.229 -4.616
C 5.159 0.947 -3.421
C 4.183 0.730 -2.466
C 3.170 -0.179 -2.684
C 2.073 -0.309 -1.686
O 1.960 0.460 -0.674
O 1.133 -1.159 -1.836
H 1.568 -1.881 -3.389
H 4.072 -1.264 -5.756
H 5.854 0.402 -5.382
H 5.946 1.665 -3.243
H 4.193 1.263 -1.524
```

E in eV: -76092.432
Largest force on an atom in eV Å⁻¹: 2.56
HOMO energy (spin up / spin down) in eV: -3.7 / -4.8
LUMO energy (spin up / spin down) in eV: 2.14 / 1.64
Charge: -1
Gap between HOMO and LUMO (spin up / spin down) in eV: 5.85 / 6.40
Spin multiplicity: 4
M in g/mol: 752.9

8.
DFT (ωB97M-V with the def2-TZVPD basis set) results for C7H8ClN3S in the gas phase in a non-equilibrium geometry.

Geometry as XYZ:
```
20
C7H8ClN3S ωB97M-V with the def2-TZVPD basis set
N -0.999 -1.129 1.967
N -1.762 -1.196 0.776
C -2.097 -0.058 -0.048
N -1.368 0.903 -0.134
C -0.006 0.783 -0.208
C 0.558 2.081 0.266
C 1.901 2.091 0.446
C 2.731 1.098 -0.041
C 2.056 -0.088 -0.308
C 0.767 -0.231 -0.303
H 0.191 -0.908 -0.568
Cl 2.932 -1.448 -0.600
H 3.850 0.931 0.028
H 2.503 3.243 0.528
H 0.014 3.043 0.244
H -1.940 1.720 -0.379
S -3.655 -0.320 -0.782
H -2.663 -1.960 0.937
H -0.930 -0.085 2.215
H -0.127 -1.329 1.729
```

E in eV: -35210.972
SMILES: NNC(=S)Nc1cccc(Cl)c1
Largest force on an atom in eV Å⁻¹: 14.50
HOMO energy in eV: -8.1
LUMO energy in eV: -0.06
Gap between HOMO and LUMO in eV: 8.06
M in g/mol: 201.7

Repeat the fourth record exactly.
DFT (ωB97M-V with the def2-TZVPD basis set) results for a 2-piece molecular cluster, C2H4OS overall in a non-equilibrium geometry.

Geometry as XYZ:
```
8
C2H4OS ωB97M-V with the def2-TZVPD basis set
C 0.375 2.775 -0.244
C -0.069 -0.982 0.354
O 0.287 -0.597 -0.702
S -0.200 -2.617 0.845
H -0.588 2.381 0.273
H 0.562 2.280 -1.201
H -0.508 -0.288 1.119
H 0.143 -2.951 -0.444
```

E in eV: -15016.189
Largest force on an atom in eV Å⁻¹: 2.73
HOMO energy (spin up / spin down) in eV: -9.5 / -9.5
LUMO energy (spin up / spin down) in eV: -0.62 / -0.62
Gap between HOMO and LUMO (spin up / spin down) in eV: 8.85 / 8.86
M in g/mol: 76.1

> Which value of largest force on an atom does entry 4 give?

2.73 eV Å⁻¹

> The lowest M belongs to which entry?

CH3N2S